# 1
A molecular structure, C39H37N2P2PdSSi. Source: OMol25; level of theory: the ωB97M-V functional and the def2-TZVPD basis.

CARTESIAN COORDINATES (ANGSTROEM)
Pd 1.40973 0.84998 0.44681
C -1.03886 2.19285 3.14404
Si -0.44146 0.94319 1.83000
C -2.04222 0.79068 0.74395
C -3.29144 0.63606 1.35317
C -4.46688 0.52387 0.62647
C -4.41780 0.59069 -0.75869
C -3.19648 0.75207 -1.39374
C -2.01218 0.84007 -0.65975
P -0.36003 0.88856 -1.49062
C -0.88750 0.82953 -3.26819
C -1.10084 -0.44459 -3.79551
C -1.52022 -0.62114 -5.10464
C -1.71657 0.48376 -5.92363
C -1.49688 1.75612 -5.41607
C -1.08962 1.92833 -4.09846
C 0.10833 2.67187 -1.43800
C -0.64536 3.65053 -0.79241
C -0.22045 4.97120 -0.75637
C 0.95744 5.34483 -1.39121
C 1.70252 4.38239 -2.06208
C 1.28238 3.06133 -2.08305
C -0.50194 -0.72694 2.80151
C -1.15651 -0.84558 4.03497
C -1.19549 -2.03584 4.74411
C -0.57490 -3.16517 4.22748
C 0.07947 -3.08136 3.00992
C 0.12853 -1.88271 2.30053
P 0.99110 -1.74554 0.66598
C 2.33218 -2.99014 0.83007
C 3.60867 -2.49102 1.08024
C 4.68189 -3.35687 1.25375
C 4.49860 -4.72738 1.15685
C 3.23424 -5.23521 0.87996
C 2.16243 -4.37122 0.71853
C -0.19560 -2.61762 -0.43055
C -1.57028 -2.52579 -0.21537
C -2.47162 -3.06133 -1.12676
C -2.01462 -3.71305 -2.26267
C -0.64695 -3.80477 -2.49334
C 0.25020 -3.24536 -1.59633
H -2.02652 1.97182 3.55849
H -1.09401 3.18794 2.69513
H -0.33322 2.24976 3.97850
H -3.34617 0.57560 2.43572
H -5.41373 0.38613 1.13622
H -5.32563 0.51733 -1.34608
H -3.17542 0.79726 -2.47468
H -0.94107 -1.31162 -3.16442
H -1.68521 -1.62217 -5.48504
H -2.03511 0.35350 -6.95067
H -1.64659 2.62439 -6.04660
H -0.93523 2.92967 -3.71696
H -1.56181 3.36940 -0.28676
H -0.81089 5.71008 -0.22783
H 1.29398 6.37371 -1.35954
H 2.63020 4.65397 -2.55098
H 1.89942 2.31569 -2.57176
H -1.64499 0.02245 4.46193
H -1.70509 -2.08290 5.69990
H -0.59349 -4.10248 4.77054
H 0.57024 -3.96445 2.62169
H 3.76569 -1.41718 1.10697
H 5.66668 -2.95071 1.44870
H 5.33723 -5.40090 1.28465
H 3.08218 -6.30394 0.78965
H 1.18180 -4.77352 0.49357
H -1.94487 -2.02653 0.67009
H -3.53407 -2.96026 -0.94288
H -2.71761 -4.13516 -2.97033
H -0.27627 -4.29767 -3.38410
H 1.31269 -3.30201 -1.80281
C 1.96725 4.06002 2.16580
N 2.85959 3.42164 1.22367
C 3.02648 2.02522 1.32953
N 3.35341 1.63071 2.66235
S 3.77974 1.19646 -0.00078
H 1.74840 5.06800 1.81306
H 2.43275 4.14648 3.15036
H 1.01977 3.51345 2.26071
H 2.63007 3.65430 0.26803
H 2.59031 1.87412 3.28481
H 3.44411 0.62312 2.68127

Properties
- relative energy (zero: lowest compared OMol25 entry of this formula, charge and spin) (kcal per mole) = 0.0
- max |F| (Eh/bohr) = 0.01797
- lowest unoccupied orbital energy (eV) = 2.7
- net charge = -1
- electronic energy (a.u.) = -3116.270995
- molar mass (g/mol) = 762.26

Atomic partial charges in e from the Löwdin method, atoms 1 to 4:
1 Pd 0.135
2 C -0.257
3 Si 0.518
4 C -0.303

# 2
A molecular structure, C31H32Br2N2OZn at a distorted geometry. Source: OMol25; level of theory: the ωB97M-V functional and the def2-TZVPD basis.

CARTESIAN COORDINATES (ANGSTROEM)
C 1.35750 4.82532 -1.44394
N 1.20744 3.39939 -1.46422
C 2.28652 2.55391 -1.41236
O 3.45189 2.92570 -1.29460
C 1.76834 1.11986 -1.50451
C 2.39385 0.16523 -0.47158
C 3.87077 -0.05060 -0.73918
C 4.85166 0.18313 0.25642
C 6.22074 0.07835 -0.09522
C 6.58230 -0.31092 -1.36506
C 5.59926 -0.61668 -2.30888
C 4.25284 -0.49085 -2.00412
N 0.31448 1.32382 -1.32390
C -0.55323 0.26720 -1.25657
C -1.84096 0.27622 -0.87249
C -2.40846 -0.94468 -0.19095
C -4.00426 -0.82260 -0.10704
C -4.77581 -1.89729 -0.58262
C -6.14766 -1.75987 -0.77884
C -6.74772 -0.50790 -0.59422
C -6.01313 0.56804 -0.11883
C -4.61863 0.41764 0.10611
C -0.07393 2.76396 -1.27743
C -0.71517 3.08634 0.08782
C -1.03321 3.11483 -2.40930
H 2.37170 5.07457 -1.70746
H 0.67982 5.27651 -2.15846
H 1.12397 5.22919 -0.46235
H 1.93761 0.74797 -2.53855
H 2.23015 0.56198 0.53676
H 1.82488 -0.77392 -0.51391
H 4.51620 0.64184 1.19440
H 6.94931 0.33217 0.66852
H 7.64091 -0.38999 -1.62176
H 5.91593 -0.90114 -3.30987
H 3.50304 -0.69578 -2.78152
H -0.03588 -0.63180 -1.62389
H -2.46007 1.16749 -1.08701
H -2.32951 -1.71633 -1.03367
H -4.28522 -2.86377 -0.71904
H -6.73771 -2.62839 -1.05877
H -7.82737 -0.42717 -0.66619
H -6.48334 1.52583 0.10949
H -4.03504 1.24776 0.50267
H 0.03635 3.05901 0.87376
H -1.12367 4.09863 0.02928
H -1.52449 2.39031 0.30961
H -0.49387 2.99637 -3.36876
H -1.91720 2.46013 -2.41746
H -1.35144 4.15257 -2.27884
Br 5.94258 -3.54035 0.54780
Zn 4.53038 -1.89153 1.08225
Br 2.79987 -1.47272 2.60974
C -0.46634 -3.38011 0.97634
C -0.56427 -2.12557 0.39780
C -1.44774 -1.18309 1.11288
C -1.48877 -1.95739 2.49407
C -0.91809 -3.25734 2.33985
C -0.73443 -4.17796 3.38748
C -1.02309 -3.73339 4.69291
C -1.53511 -2.47266 4.90201
C -1.77936 -1.57743 3.81408
H -0.10549 -4.30539 0.51027
H -0.22163 -2.02288 -0.62110
H -1.14877 -0.15629 1.38098
H -0.36396 -5.19728 3.18100
H -0.83882 -4.40764 5.52941
H -1.76828 -2.14512 5.92370
H -2.21917 -0.59743 4.02708

Properties
- relative energy (zero: lowest compared OMol25 entry of this formula, charge and spin) (kcal per mole) = 0.0
- max |F| (Eh/bohr) = 0.07846
- lowest unoccupied orbital energy (eV) = 0.1
- net charge = 0
- electronic energy (a.u.) = -8312.592799
- molar mass (g/mol) = 673.81

Atomic partial charges in e from the Löwdin method, atoms 1 to 4:
1 C -0.012
2 N -0.036
3 C -0.356
4 O 0.079

# 3
2 unconnected molecules or ions with the total composition C5H9BrOS at a distorted geometry. Source: OMol25; level of theory: the ωB97M-V functional and the def2-TZVPD basis.

CARTESIAN COORDINATES (ANGSTROEM)
C -0.99315 1.69713 2.47230
C -0.63953 0.70725 1.67441
C -1.43633 -0.39896 -0.98496
C 2.19551 -0.48762 -1.59507
C 0.01508 -0.14356 -0.80924
O 0.79633 -0.50510 -1.79569
S 0.61593 0.88358 0.44109
Br 0.49568 -2.75790 0.93868
H -1.69976 1.53594 3.26511
H -0.58893 2.68889 2.37268
H -0.99489 -0.30509 1.76852
H -2.02312 0.49310 -0.77381
H -1.77038 -1.19193 -0.31605
H -1.61465 -0.73123 -2.00679
H 2.44325 -1.12439 -0.73965
H 2.55812 0.52783 -1.41050
H 2.64085 -0.88793 -2.50101

Properties
- relative energy (zero: lowest compared OMol25 entry of this formula, charge and spin) (kcal per mole) = 14.2
- max |F| (Eh/bohr) = 0.03873
- lowest unoccupied orbital energy (eV) = -1.1
- net charge = 0
- electronic energy (a.u.) = -3243.284060
- molar mass (g/mol) = 197.10

Atomic partial charges in e from the Löwdin method, atoms 1 to 4:
1 C -0.026
2 C -0.465
3 C -0.056
4 C -0.080

# 4
A molecular structure, C12H30F3FeNO12P2S2 at a distorted geometry. Source: OMol25; level of theory: the ωB97M-V functional and the def2-TZVPD basis.

CARTESIAN COORDINATES (ANGSTROEM)
Fe -8.26010 -29.50552 15.02942
F -8.03429 -28.37124 16.60944
N -6.57593 -30.38134 14.98545
S -5.74163 -31.39369 15.90033
O -4.33947 -31.17114 16.32546
O -6.16208 -32.75193 15.82303
F -6.56930 -30.89796 17.20039
S -5.31791 -30.69830 13.77755
O -5.19501 -32.04675 13.21432
O -4.11452 -29.92361 13.88019
F -6.11019 -29.88860 12.62153
C -13.98410 -30.42409 16.12623
C -12.55415 -30.05091 15.75940
O -12.51242 -29.09437 14.69150
P -11.34292 -27.98249 14.62552
O -9.98466 -28.58410 14.55429
O -11.68395 -27.02134 13.35448
C -10.98037 -27.22053 12.14205
C -10.33339 -25.89682 11.85737
O -11.52016 -27.01764 15.90951
C -10.46802 -26.03938 16.17890
C -11.12279 -24.90596 16.99191
H -14.54619 -29.51652 16.34639
H -14.45053 -30.99973 15.32673
H -14.10541 -30.96703 17.06356
H -11.97493 -29.66484 16.59819
H -12.04575 -30.92939 15.36203
H -10.26860 -28.03728 12.02204
H -11.64124 -27.37842 11.28974
H -9.81284 -25.79897 10.90472
H -10.95960 -25.01825 12.01259
H -9.51420 -25.69758 12.54826
H -9.66499 -26.38821 16.82817
H -10.05991 -25.60149 15.26797
H -12.01201 -24.57534 16.45519
H -11.42317 -25.16907 18.00614
H -10.46703 -24.03870 17.06893
C -5.29561 -25.67019 10.48193
C -6.31885 -26.63242 11.18868
O -6.86959 -25.95364 12.32452
P -6.85812 -26.54717 13.87051
O -7.48628 -27.92538 13.96745
O -5.32878 -26.57476 14.42074
C -5.13036 -26.87486 15.74286
C -3.63646 -26.63918 16.02447
O -7.59014 -25.37686 14.70868
C -7.24490 -24.04845 14.40264
C -8.44244 -23.21325 14.80486
H -4.64672 -25.25299 11.25198
H -4.55145 -26.08000 9.79900
H -5.88923 -24.94340 9.92740
H -7.13868 -26.91763 10.52941
H -5.79899 -27.52853 11.52755
H -5.72089 -26.31616 16.46895
H -5.43835 -27.91274 15.86958
H -3.07697 -27.45295 15.56311
H -3.24151 -25.68952 15.66356
H -3.63865 -26.84856 17.09417
H -6.27485 -23.85802 14.86181
H -7.05292 -23.96060 13.33328
H -8.63391 -23.29333 15.87492
H -8.28469 -22.18774 14.47088
H -9.32648 -23.53125 14.25219

Properties
- multiplicity = 6
- relative energy (zero: lowest compared OMol25 entry of this formula, charge and spin) (kcal per mole) = 59.6
- max |F| (Eh/bohr) = 0.20411
- lowest unoccupied orbital energy (spin up / spin down) (eV) = -4.7 / -6.9
- net charge = +1
- electronic energy (a.u.) = -4475.083020
- molar mass (g/mol) = 619.29

Atomic partial charges in e from the Löwdin method, atoms 1 to 4:
1 Fe 1.256
2 F -0.354
3 N -0.365
4 S 0.494